Computed, not measured: a cluster of 5 separate species, C36H66F20N2O6PS2 in total in a non-equilibrium geometry, with the ωB97M-V functional and the def2-TZVPD basis.

Properties
highest occupied orbital energy	-0.4040	Eh
net charge	+1
2S+1	1
F_max	5.855	eV/A

Each line ends with the Mulliken charge.
Element x y z (Å)
C  3.497  -0.999  -0.211  0.678
F  4.482  -0.341  -2.303  -0.161
H  2.635  -4.605  -2.168  0.507
C  -0.580  -1.467  -5.216  -0.941
O  3.379  -1.028  6.500  -0.355
H  2.918  3.473  0.126  0.339
C  0.507  -2.864  -1.517  -0.694
F  -3.051  1.417  2.004  -0.363
H  4.393  2.468  -0.187  0.280
H  4.745  -0.144  8.755  0.279
H  -4.841  7.763  -0.564  0.238
F  -4.503  -0.524  -3.204  -0.239
F  -3.271  2.150  -2.387  -0.270
H  0.089  -2.035  -5.867  0.379
H  -2.407  5.698  -2.526  0.096
H  3.337  1.015  0.942  0.686
H  4.014  -0.758  1.953  0.793
H  -0.436  1.216  2.098  0.473
H  3.125  -0.290  -4.528  0.068
H  4.769  -1.978  3.694  0.362
O  3.016  -4.474  1.982  -0.471
C  2.236  -0.495  -5.130  0.128
C  -5.453  -3.919  1.828  -0.644
O  1.143  0.117  -4.453  -0.216
N  2.541  -1.492  -1.228  0.016
H  -3.470  8.543  0.217  0.278
H  -4.195  8.912  -2.748  0.285
C  4.861  -0.887  -1.033  0.192
H  3.306  -1.775  8.433  0.314
H  -6.419  -3.784  1.336  0.272
F  -4.686  2.125  -0.408  -0.275
H  -3.713  -5.160  1.756  0.312
H  3.022  -4.846  2.898  0.346
F  -5.809  -0.584  -1.416  -0.237
H  -4.674  5.275  -3.409  0.290
H  2.077  0.460  8.455  0.268
C  5.195  0.035  7.777  -1.172
C  -6.599  -6.461  0.785  -0.328
H  5.783  0.954  7.843  0.405
H  3.332  -0.434  -6.987  0.421
H  -0.134  3.656  -2.163  0.274
C  2.097  -2.705  -1.214  0.693
C  -3.212  6.402  -2.295  -0.018
H  -7.312  -5.788  1.273  0.282
H  -0.095  -0.216  -0.342  -0.985
H  1.601  -0.148  -7.182  0.313
C  -4.673  -5.079  1.236  -0.300
H  0.914  -0.202  7.312  0.254
F  -2.095  -0.341  -1.815  0.076
P  4.166  -3.192  1.899  0.966
C  2.426  1.488  -0.930  1.134
H  -0.845  0.497  -4.414  0.027
F  5.333  -2.174  -1.432  -0.269
C  6.090  -0.054  -0.548  0.834
C  -6.588  -6.251  -0.719  -0.870
H  -4.891  -2.988  1.722  0.023
H  0.471  -3.521  -2.462  0.614
C  2.716  0.406  0.183  -1.165
H  -1.583  -1.514  -5.647  0.429
F  6.135  1.163  -1.286  -0.246
C  6.414  0.240  0.960  0.467
C  -0.968  0.263  1.742  -1.306
F  -6.493  1.632  -1.764  -0.335
S  5.774  -3.931  1.165  -0.344
C  -4.194  8.641  -0.596  -0.988
C  2.630  -1.475  7.626  -0.384
C  -3.480  8.772  -1.930  -0.312
H  -0.026  -3.442  -0.698  0.289
F  6.458  -0.848  1.828  -0.158
F  -2.701  -1.648  0.953  -0.299
H  1.067  4.482  -1.024  0.337
C  1.589  -0.157  1.169  -1.095
H  1.632  3.563  -2.582  0.341
H  -1.147  -0.362  2.678  0.274
O  -5.315  -6.335  1.386  -0.457
H  -6.263  -5.244  -0.988  0.140
H  2.113  -1.584  -5.137  0.281
F  7.260  -0.722  -1.031  -0.293
H  1.678  -2.345  1.520  0.916
H  -3.604  6.109  -1.316  0.237
C  2.786  -4.122  -1.134  -1.365
C  3.509  -1.569  1.306  -1.625
C  -2.286  0.733  1.002  0.780
H  5.871  -0.799  7.571  0.312
H  -2.857  9.670  -1.911  0.343
C  1.607  -0.465  8.115  -1.014
H  -5.117  6.967  -3.181  0.297
H  4.655  0.345  5.732  0.215
H  0.164  1.537  -1.406  -0.570
C  0.910  3.581  -1.694  -1.259
C  -4.603  -0.012  -1.880  0.411
H  -0.209  -1.580  0.831  0.510
C  0.100  -0.472  0.758  0.724
C  4.149  0.154  6.684  -0.183
H  2.150  -4.771  -0.430  0.266
H  2.108  -2.381  7.310  0.319
C  3.398  2.762  -0.641  -1.384
H  2.618  1.121  -6.509  0.317
H  1.994  -1.500  2.869  0.383
H  3.490  1.011  6.858  0.334
F  -3.463  -1.996  -1.323  -0.347
H  -4.814  9.521  -0.409  0.388
F  5.699  1.259  1.589  -0.219
F  -1.922  1.731  0.083  -0.066
H  3.637  3.320  -1.609  0.345
O  4.527  -2.928  3.576  -0.479
F  7.751  0.724  0.962  -0.289
H  1.607  0.572  2.059  0.931
H  -0.592  -1.968  -4.244  0.004
H  -0.156  0.501  -6.023  0.401
H  -6.940  -7.476  0.998  0.347
S  -4.841  1.828  -2.019  1.298
C  -3.227  -0.421  0.440  0.749
H  0.679  2.424  0.204  0.079
O  -2.609  7.686  -2.219  -0.436
H  -3.867  6.547  -4.348  0.319
H  1.037  -0.876  8.951  0.393
H  -5.903  -6.955  -1.199  0.277
F  -4.486  -0.321  1.082  -0.313
F  -5.148  3.449  -2.225  -0.293
H  0.026  -1.879  -1.797  -0.444
C  0.951  2.178  -0.870  0.556
H  2.501  1.133  -2.012  -0.055
C  -3.323  -0.577  -1.140  0.309
C  2.458  0.040  -6.533  -1.431
C  -0.134  -0.024  -5.063  -0.136
H  3.889  -4.155  -0.923  0.110
C  -4.280  6.292  -3.369  -1.002
H  -4.435  -4.899  0.182  0.267
N  2.070  -1.441  1.833  -0.139
F  -5.127  1.666  -3.671  -0.353
H  -5.649  -4.092  2.889  0.319
H  -7.589  -6.400  -1.130  0.383

Computed, not measured: a structure of composition C18H14AuN9O4S2, with the ωB97M-V functional and the def2-TZVPD basis.

Properties
ΔE to the lowest compared entry with this formula, charge and spin	2.2	kcal per mole
highest occupied orbital energy (alpha / beta)	-0.2872 / -0.2925	Eh
2S+1	3
F_max	0.580	eV/A

Each line ends with the natural charge from an NBO analysis.
Element x y z (Å)
N  -2.322  2.213  0.851  -0.085
C  -0.188  -1.587  -3.279  -0.147
H  1.374  1.513  -0.693  0.278
N  1.311  0.392  1.132  -0.506
N  3.306  0.902  1.835  -0.488
N  -4.203  2.424  -0.549  -0.618
C  -0.852  -0.091  -5.065  -0.206
N  -2.326  3.876  -0.598  -0.238
C  2.036  -0.625  3.304  -0.093
H  -4.606  1.893  0.216  0.386
H  0.450  -3.556  -3.815  0.237
C  3.139  1.552  0.644  -0.061
O  -0.350  -0.562  3.348  -0.494
H  -1.215  0.874  -5.395  0.236
C  3.161  -1.098  3.954  -0.157
C  1.896  1.218  0.204  -0.054
N  -0.411  -0.426  -1.242  -0.974
C  0.675  -1.654  5.120  -0.179
H  -3.999  1.771  -1.303  0.408
N  -1.177  2.846  0.992  -0.320
C  0.716  -0.918  3.877  0.415
C  -3.579  -0.818  0.432  0.200
H  4.139  -0.930  3.525  0.205
Au  -0.642  -0.322  0.913  1.234
H  4.098  0.980  2.448  0.428
C  -0.573  -1.112  -5.965  -0.192
H  0.098  -3.126  -6.252  0.219
H  1.765  -2.665  6.639  0.232
O  -2.291  1.012  -2.179  -0.955
H  -0.308  -1.851  5.528  0.242
C  0.092  -2.601  -4.176  -0.160
S  -4.989  -0.694  -0.318  -0.185
C  -1.195  3.847  0.099  0.099
H  3.966  -2.194  5.606  0.224
C  2.179  0.199  2.111  0.343
O  0.355  -2.587  -1.157  -0.596
N  -2.962  2.847  -0.086  0.161
O  0.022  1.797  -2.342  -0.954
H  3.899  2.187  0.222  0.235
H  -0.383  4.537  -0.055  0.205
C  3.064  -1.826  5.136  -0.135
C  -0.051  -1.631  -1.785  0.648
C  -0.647  -0.363  -3.727  -0.237
C  -0.108  -2.349  -5.527  -0.198
C  1.814  -2.097  5.720  -0.219
N  -2.553  -0.939  1.007  -0.717
H  -0.722  -0.942  -7.024  0.221
S  -0.901  0.686  -2.330  2.313

Computed, not measured: a cluster of 8 separate species, C34H51Cl2F3N11O in total in a non-equilibrium geometry, with the ωB97M-V functional and the def2-TZVPD basis.

Properties
highest occupied orbital energy	-0.4497	Eh
net charge	+1
2S+1	1
F_max	3.784	eV/A

Each line ends with the Mulliken charge.
Element x y z (Å)
N  2.181  1.742  1.414  0.429
H  -4.993  -6.502  -3.813  0.344
H  6.079  2.601  2.225  0.315
H  0.568  2.567  3.360  0.504
H  -4.225  -2.650  2.007  0.216
C  -0.623  1.831  5.797  -1.103
H  -5.405  -2.480  -0.865  0.300
H  -3.826  -3.446  -0.603  0.065
C  -4.923  -3.027  1.222  -1.084
N  -2.809  -4.283  -3.193  -0.428
H  -5.132  -6.145  -2.097  0.274
H  6.335  -0.416  -3.658  0.257
H  0.131  1.982  6.600  0.347
H  -1.768  -2.315  -0.417  0.213
H  -2.497  -1.862  -1.970  0.417
H  -4.368  6.017  2.356  0.354
H  5.829  -1.775  0.851  0.097
C  1.166  -3.215  0.832  -0.625
N  0.270  1.158  -0.066  -0.190
H  -6.920  1.541  -7.514  0.264
N  -5.675  -0.838  -4.750  -0.457
C  -5.000  -5.694  -3.081  -0.919
C  -3.774  -4.906  -3.145  0.478
Cl  1.630  0.413  4.967  -0.191
C  5.192  -2.363  0.188  -0.853
C  -1.400  -0.190  -1.129  -1.141
H  -3.486  -1.021  0.824  -0.327
C  8.296  0.291  0.719  -0.136
C  8.325  -0.913  1.542  0.348
H  7.940  0.021  -3.083  0.270
C  -1.149  0.698  0.155  1.210
H  2.468  1.740  2.399  0.177
H  4.963  1.600  -1.114  0.360
H  -5.957  -2.678  1.477  0.293
H  8.706  0.107  -0.275  0.193
C  0.715  -4.064  1.907  -0.644
N  -2.972  5.681  5.190  -0.380
C  -0.268  -1.410  1.599  -0.255
C  5.051  2.932  1.918  -1.302
H  2.806  1.660  -0.621  0.578
H  -1.438  -2.032  3.306  0.409
N  3.962  -0.860  -1.553  -0.595
C  4.505  -1.524  -0.786  0.675
H  -7.043  1.913  -5.802  0.234
H  1.902  -3.648  0.114  0.507
H  4.712  0.938  1.112  0.108
C  7.353  -0.785  -3.526  -0.841
C  -2.288  -1.467  -0.935  -0.420
C  -6.913  2.356  -6.790  -0.768
Cl  0.315  2.382  -1.269  -0.044
H  5.829  -3.101  -0.300  0.417
H  8.879  1.097  1.166  0.339
H  -0.896  2.845  5.396  0.304
F  -2.774  2.275  -0.824  -0.264
N  0.136  0.867  2.156  0.693
C  -3.686  -1.240  -0.264  0.358
F  -1.719  2.951  0.970  -0.277
C  -2.230  1.828  0.343  0.738
C  -0.923  0.027  1.554  -1.234
C  -5.679  3.132  -6.869  0.377
F  -3.286  1.441  1.117  -0.295
C  3.089  2.174  0.325  -0.679
H  -7.790  2.973  -6.988  0.300
C  -3.490  5.439  2.645  -0.540
H  4.486  -2.908  0.818  0.282
H  7.762  -0.980  -4.518  0.321
H  -3.470  1.447  -4.711  0.430
N  7.399  -2.930  -2.042  -0.459
N  -4.707  3.742  -6.932  -0.401
N  8.341  -1.861  2.189  -0.418
C  -0.186  1.749  3.300  -1.406
H  -0.797  0.042  4.566  0.027
H  -2.656  5.786  2.033  0.249
H  -1.770  -0.101  2.265  1.543
H  1.109  -5.097  2.023  0.383
C  -4.786  -0.189  -4.421  0.240
C  -4.488  -2.619  -0.248  -0.250
H  -1.547  1.413  6.257  0.325
C  7.379  -1.984  -2.694  0.454
C  0.979  1.332  1.142  -0.434
H  4.367  2.775  2.788  0.299
H  5.123  4.010  1.638  0.345
H  -2.739  0.053  -3.930  0.201
C  0.742  -1.852  0.611  -0.229
H  -4.287  -0.405  -0.699  0.261
H  -5.878  -5.079  -3.281  0.277
H  1.116  -1.210  -0.206  0.248
C  -3.657  0.637  -4.004  -0.251
H  -0.390  -0.552  -1.458  0.072
H  -3.833  1.093  -3.028  -0.007
H  -4.945  -4.145  1.322  0.342
C  -3.200  5.577  4.069  0.329
H  -1.243  2.117  3.278  0.303
C  -0.647  -2.378  2.589  -0.173
N  -0.206  -3.629  2.793  -0.633
H  7.277  0.662  0.587  -0.235
H  2.915  3.274  0.160  0.173
C  -0.081  0.893  4.629  0.915
C  4.608  2.004  0.746  0.339
O  5.396  2.169  -0.448  -0.606
H  -1.811  0.375  -2.013  0.371
H  -3.681  4.399  2.377  0.004

Question: Among the records above, which one has the highest F_max?
Answer: C36H66F20N2O6PS2